# 1
18
Properties=species:S:1:pos:R:3:forces:R:3 method="wB97M-V/def2-TZVPD" orbital_gap_ev=8.96 e_homo_ev=-8.207 fmax_ev_per_a=5.6 lumo_energy_ev=0.75 e_above_lowest_kcal_mol=73.28 energy_ev=-7424.134
C 0.276 -0.958 -1.961 3.00 -2.40 0.21
C -0.966 -0.426 -1.291 2.24 -0.05 2.74
C -1.087 -0.264 0.063 2.02 -1.36 -1.14
C -1.443 0.899 0.885 -3.98 0.84 0.02
C -0.411 -1.310 0.850 4.18 -2.04 3.09
H 0.151 -1.899 -2.532 -0.27 0.25 0.19
H 1.218 -1.328 -1.209 -2.74 1.40 -1.89
H 0.789 -0.299 -2.740 -1.16 -0.23 1.21
H -1.622 0.047 -1.895 -1.69 2.17 -2.03
H -1.486 1.834 0.344 -0.15 0.13 -0.61
H -2.538 0.764 1.290 2.10 0.35 0.00
H -0.702 1.103 1.644 -0.03 -0.53 0.49
H 0.022 -1.037 1.972 -1.72 -0.36 -2.62
H -0.873 -2.338 0.928 -0.12 1.34 -0.07
H 0.619 -1.606 0.408 -1.64 0.50 0.41
O 2.564 1.694 1.146 -0.11 -0.94 -0.88
H 3.095 2.488 0.982 -0.13 -0.54 -0.37
H 2.598 1.076 0.361 0.19 1.46 1.24

# 2
13
Properties=species:S:1:pos:R:3:forces:R:3 method="wB97M-V/def2-TZVPD" orbital_gap_ev=9.15 e_homo_ev=-8.627 fmax_ev_per_a=1.7 lumo_energy_ev=0.52 e_above_lowest_kcal_mol=77.86 energy_ev=-9373.719
C -1.552 0.038 0.584 -0.63 1.09 0.68
C -0.559 0.693 -0.463 -0.10 -1.09 0.11
C -0.372 -0.525 -1.031 0.89 -0.27 -1.07
O 0.764 -1.166 -0.807 0.25 -0.12 -0.63
C 1.633 -0.217 -0.161 0.37 0.10 0.02
C 0.755 0.991 0.168 -0.09 0.30 0.12
O 1.114 1.928 0.848 -0.25 -0.59 -0.37
H -1.055 -0.718 1.228 -0.18 0.46 -0.25
H -2.498 -0.392 0.244 0.21 0.35 -0.28
H -1.713 0.952 1.101 -0.95 0.20 1.45
H -1.122 -1.039 -1.624 0.17 -0.40 0.29
H 2.056 -0.627 0.754 0.01 -0.21 -0.11
H 2.411 0.005 -0.881 0.29 0.20 0.04